Record 1
ORCA calculation (ωB97M-V/def2-TZVPD) on a gas-phase ion, C4H9N3 (charge +2) at a distorted geometry.

Cartesian coordinates (Å):
C (-0.206004, -1.401954, -0.373939)
N (-1.364501, -0.887873, -0.228039)
C (-1.767176, -0.187262, 0.969921)
N (-0.740883, 0.815832, 1.311316)
C (0.308652, 0.948148, 0.601677)
N (1.148043, 0.708489, -0.175738)
C (2.195190, 0.834799, -1.065531)
H (0.078183, -1.821577, -1.336199)
H (0.443577, -1.600577, 0.473974)
H (-2.012943, -0.842029, -1.022475)
H (-2.740460, 0.300950, 0.813736)
H (-1.868703, -0.884933, 1.816923)
H (-0.892673, 1.370195, 2.152953)
H (2.980307, 0.110921, -0.837587)
H (1.826514, 0.688301, -2.084613)
H (2.612876, 1.848571, -1.016379)

Force components x, y, z for each atom (eV/Å):
C -0.25 -1.60 -0.19
N -0.23 0.19 -0.46
C -1.02 -0.26 0.78
N -0.60 0.40 0.76
C 1.65 -0.52 -1.59
N -1.91 1.35 2.62
C 1.82 0.11 -1.69
H -0.08 0.09 -0.04
H -0.08 0.27 0.05
H 0.27 0.00 0.08
H 0.39 -0.13 -0.10
H 0.13 0.16 -0.29
H 0.13 0.00 -0.04
H -0.08 0.08 -0.04
H 0.06 0.00 0.04
H -0.17 -0.14 0.11

Calculated values
HOMO-LUMO gap = 10.10 eV
SMILES = C=[NH+]CNC#[N+]C
charge = +2
LUMO = -9.9 eV



Record 2
ORCA calculation (ωB97M-V/def2-TZVPD) on 6 unconnected molecules or ions with the total composition C27H54F9N3O9S3 at a distorted geometry.

Cartesian coordinates (Å):
C (-20.328805, 12.547709, -4.450903)
C (-20.720672, 13.166977, -5.813028)
C (-21.998550, 12.613932, -6.356428)
N (-22.420208, 13.269521, -7.675910)
C (-21.283800, 13.911097, -8.419242)
C (-23.487909, 14.336249, -7.473236)
C (-24.513490, 14.220671, -8.588538)
C (-23.949553, 13.128278, -9.493005)
C (-23.107355, 12.285585, -8.547815)
H (-21.155648, 12.929840, -3.833072)
H (-19.419336, 12.904355, -3.984152)
H (-20.296118, 11.472028, -4.585773)
H (-19.828987, 13.074136, -6.452315)
H (-20.720248, 14.274234, -5.727597)
H (-22.825353, 12.794665, -5.675905)
H (-21.915784, 11.553577, -6.571453)
H (-20.666369, 13.079952, -8.764771)
H (-20.804890, 14.564020, -7.702938)
H (-21.665088, 14.427886, -9.290241)
H (-23.024293, 15.312536, -7.308587)
H (-23.928426, 14.214832, -6.481513)
H (-24.640283, 15.130111, -9.171753)
H (-25.479826, 13.918762, -8.190583)
H (-23.249949, 13.602225, -10.202779)
H (-24.622127, 12.614109, -10.170872)
H (-22.451006, 11.627539, -9.118322)
H (-23.769265, 11.632204, -7.997418)
C (-19.604845, 6.450949, -10.245083)
C (-19.320461, 7.798036, -10.897744)
C (-17.921587, 8.258567, -10.586213)
N (-17.508510, 9.449049, -11.418139)
C (-17.781084, 9.300302, -12.873381)
C (-16.037108, 9.729189, -11.229734)
C (-15.810733, 11.226912, -11.257023)
C (-17.215337, 11.829671, -11.436217)
C (-18.157952, 10.734233, -10.965933)
H (-19.012605, 5.632876, -10.655098)
H (-20.657894, 6.167756, -10.278091)
H (-19.426407, 6.506037, -9.170293)
H (-20.058395, 8.500856, -10.478060)
H (-19.541713, 7.719928, -11.964149)
H (-17.243577, 7.480630, -10.951990)
H (-17.702095, 8.514094, -9.550907)
H (-17.192660, 10.105126, -13.323943)
H (-18.815189, 9.454148, -13.135701)
H (-17.307645, 8.392586, -13.234801)
H (-15.454175, 9.127660, -11.918553)
H (-15.841733, 9.352115, -10.225335)
H (-15.210620, 11.534222, -12.108944)
H (-15.369873, 11.522693, -10.310863)
H (-17.368391, 12.073792, -12.490338)
H (-17.322146, 12.752767, -10.873962)
H (-19.168384, 10.804990, -11.352333)
H (-18.141272, 10.680741, -9.871331)
C (-17.393080, 13.409609, -8.093233)
C (-17.571090, 14.929636, -8.297668)
C (-17.077316, 15.413084, -9.619092)
N (-16.920794, 16.879434, -9.726123)
C (-16.357850, 17.109541, -11.060617)
C (-15.990664, 17.461918, -8.652274)
C (-16.876827, 18.357751, -7.846546)
C (-17.863573, 18.907741, -8.885244)
C (-18.231948, 17.644545, -9.625910)
H (-16.414937, 13.035171, -8.410158)
H (-18.167039, 12.847308, -8.617385)
H (-17.445423, 13.178222, -7.030214)
H (-16.952396, 15.410958, -7.523469)
H (-18.574037, 15.218977, -7.966461)
H (-17.754718, 15.143323, -10.438733)
H (-16.172580, 14.878867, -9.913506)
H (-16.235850, 18.199675, -11.121366)
H (-16.921126, 16.828255, -11.941978)
H (-15.322244, 16.774693, -11.075849)
H (-15.191466, 17.995657, -9.172479)
H (-15.485902, 16.626006, -8.179598)
H (-16.365409, 19.157573, -7.320344)
H (-17.502528, 17.732736, -7.199432)
H (-17.387441, 19.603584, -9.587012)
H (-18.647311, 19.495522, -8.417267)
H (-18.548865, 17.808159, -10.652841)
H (-18.965273, 17.003452, -9.145170)
C (-23.504890, 8.378931, -6.261749)
F (-22.369615, 7.960162, -5.787435)
F (-23.632457, 9.708190, -5.951491)
F (-23.410874, 8.300638, -7.592375)
S (-24.976843, 7.466995, -5.579629)
O (-26.102763, 8.254468, -6.042536)
O (-24.851314, 6.181774, -6.214140)
O (-24.657150, 7.544542, -4.175177)
C (-18.903832, 8.485190, -6.460405)
F (-17.956616, 7.745585, -5.958302)
F (-19.295087, 7.906451, -7.567016)
F (-19.884234, 8.533361, -5.602723)
S (-18.239360, 10.184679, -6.766860)
O (-17.002856, 9.956198, -7.484462)
O (-19.288497, 10.858658, -7.540172)
O (-18.048759, 10.718809, -5.437494)
C (-16.319449, 4.779505, -8.652896)
F (-17.080205, 5.204388, -7.685228)
F (-16.387349, 5.755266, -9.619415)
F (-15.035337, 4.738399, -8.272404)
S (-16.873639, 3.132901, -9.324720)
O (-17.039926, 2.277063, -8.173829)
O (-18.093524, 3.449120, -10.050949)
O (-15.769644, 2.739740, -10.185714)

Force components x, y, z for each atom (eV/Å):
C -1.84 0.81 -0.45
C 2.63 1.26 0.37
C 0.38 0.02 -0.40
N -0.60 0.57 -0.17
C -0.28 -1.12 0.09
C -0.06 0.70 1.47
C -0.23 -0.18 -0.59
C 1.23 0.72 -0.64
C -1.04 -0.86 -1.53
H 0.20 -0.91 0.56
H 0.31 0.08 -0.49
H -0.06 -0.10 0.49
H -0.61 -0.81 -0.35
H -0.70 -0.23 0.41
H -0.02 -0.27 0.09
H 0.09 -0.16 0.14
H 0.42 0.24 0.27
H 0.27 0.12 -0.34
H -0.15 0.26 0.09
H 0.30 -0.07 -0.75
H -0.18 -0.64 -0.24
H -0.08 0.17 0.27
H -0.01 0.08 0.08
H -0.19 -0.02 0.10
H -0.39 -0.36 0.57
H 0.52 0.18 0.49
H 0.05 -0.06 0.78
C -0.07 -0.39 0.64
C -1.30 0.18 0.78
C 0.37 -0.65 -1.37
N -0.36 1.07 -0.37
C 1.45 0.62 -0.20
C 0.04 -0.91 1.13
C -0.50 0.20 -0.56
C 0.12 0.00 -0.24
C 0.42 -0.01 0.70
H 0.05 0.02 0.06
H -0.01 0.16 -0.48
H 0.35 -0.13 -0.22
H 0.20 0.10 -0.14
H 0.35 0.06 -0.05
H 0.10 -0.06 0.49
H -0.19 -0.14 0.06
H -0.26 -0.05 -0.23
H -0.24 -0.42 0.12
H -0.51 -0.35 0.04
H -0.07 0.02 -0.20
H 0.20 -0.02 -0.04
H 0.41 0.01 0.22
H 0.19 0.16 -0.06
H -0.15 0.02 0.08
H -0.21 -0.02 0.14
H -0.11 -0.13 0.09
H -0.33 0.09 -0.04
C -0.11 0.29 -0.16
C 0.82 -0.44 1.86
C -1.40 -1.05 -0.61
N 0.14 -0.26 -0.36
C 1.70 2.43 -0.33
C 0.73 -0.24 -0.84
C -0.81 0.14 -0.01
C 0.62 0.34 -0.06
C -0.33 -0.14 -0.51
H -0.04 0.20 -0.13
H 0.07 -0.12 0.18
H -0.26 -0.13 -0.05
H 0.02 -0.16 -0.12
H -0.13 0.01 -0.71
H -0.24 0.07 0.16
H 0.44 0.52 0.36
H -0.16 -0.11 -0.25
H -0.39 -0.67 0.40
H -0.18 -0.57 -0.16
H -0.28 0.20 -0.02
H -0.23 0.02 0.40
H 0.12 -0.25 0.24
H 0.41 0.27 0.49
H 0.15 -0.11 0.14
H -0.42 -0.42 -0.06
H -0.20 0.05 0.05
H 0.05 0.12 0.27
C -1.61 -0.05 0.05
F 1.06 -0.29 0.68
F 0.37 0.36 -0.17
F -0.09 0.29 -0.80
S 0.29 0.18 -0.40
O 0.11 0.21 0.16
O 0.07 -0.32 0.07
O -0.30 -0.03 0.23
C 0.77 1.05 0.21
F 1.32 -0.75 0.71
F -0.76 -0.22 -1.35
F -1.08 0.23 0.63
S -0.13 -0.09 0.68
O 0.13 0.10 -0.95
O -0.03 0.04 -0.35
O -0.14 0.24 -0.09
C 0.40 -0.56 -1.41
F -0.47 0.36 1.26
F 0.14 -0.10 -0.12
F -0.18 0.13 0.34
S 0.13 -1.31 -1.08
O -0.03 0.63 0.30
O 0.12 0.48 0.37
O -0.06 0.59 0.20

Calculated values
HOMO-LUMO gap = 4.83 eV
charge = 0
LUMO = -2.1 eV